# 1
{"formula": "C17H14N2O3", "method": "the ωB97M-V functional and the def2-TZVPD basis", "orbital_gap_ev": 9.2, "lumo_energy_ev": 0.56, "mol_weight_g_mol": 294.31, "relative_energy_kcal_mol": 0.0, "e_homo_ev": -8.67, "total_energy_ev": -26980.9499, "elements": ["C", "C", "C", "C", "C", "C", "C", "H", "H", "C", "O", "N", "C", "N", "C", "C", "C", "C", "C", "C", "C", "C", "O", "O", "H", "H", "H", "H", "H", "H", "H", "H", "H", "H", "H", "H"], "coordinates": [[3.25878, -4.19509, -0.57809], [2.18223, -3.36811, 0.05338], [1.39690, -2.52078, -0.70125], [0.39056, -1.75648, -0.10460], [0.18191, -1.85320, 1.28331], [0.98274, -2.70937, 2.04229], [1.96473, -3.45384, 1.43489], [2.58083, -4.11814, 2.02321], [0.80484, -2.76750, 3.10549], [-0.86774, -1.05534, 1.90379], [-1.16094, -1.02390, 3.08011], [-1.56597, -0.27440, 0.98632], [-1.28955, -0.23555, -0.35117], [-0.36449, -0.92810, -0.89870], [-2.10486, 0.72349, -1.17215], [-1.80999, 2.11790, -0.68514], [-2.75391, 2.84729, 0.02332], [-2.44686, 4.09514, 0.53979], [-1.17718, 4.62006, 0.37469], [-0.22020, 3.90013, -0.31858], [-0.53264, 2.65781, -0.85599], [0.49947, 1.92992, -1.64800], [0.36403, 1.55554, -2.78189], [1.63779, 1.77458, -0.96158], [2.28702, 1.29401, -1.49976], [0.77323, 4.29995, -0.45282], [-0.93105, 5.58676, 0.78644], [-3.19836, 4.65191, 1.07916], [-3.74527, 2.43978, 0.16524], [-3.16764, 0.49913, -1.06337], [-1.81245, 0.60920, -2.21553], [-2.29652, 0.31630, 1.36674], [1.53452, -2.43094, -1.76781], [3.29086, -4.04038, -1.65306], [3.08565, -5.25224, -0.38142], [4.22953, -3.93554, -0.15729]]}

# 2
{"formula": "C23H50Cl2N6O9", "method": "the ωB97M-V functional and the def2-TZVPD basis", "orbital_gap_ev": 9.2, "lumo_energy_ev": 0.05, "mol_weight_g_mol": 625.59, "relative_energy_kcal_mol": 60.6, "e_homo_ev": -9.11, "total_energy_ev": -77075.8566, "elements": ["C", "C", "O", "C", "O", "O", "H", "H", "H", "H", "C", "C", "O", "N", "C", "H", "H", "H", "H", "H", "H", "H", "C", "C", "O", "N", "C", "H", "H", "H", "H", "H", "H", "H", "C", "C", "O", "N", "C", "H", "H", "H", "H", "H", "H", "H", "C", "C", "O", "N", "C", "H", "H", "H", "H", "H", "H", "H", "C", "C", "O", "N", "C", "H", "H", "H", "H", "H", "H", "H", "C", "C", "O", "N", "C", "H", "H", "H", "H", "H", "H", "H", "Cl", "C", "C", "Cl", "H", "H", "H", "H"], "coordinates": [[4.65779, 1.88265, -1.31938], [4.66164, 1.01962, -2.61705], [5.75097, 1.57239, -3.30827], [6.46709, 2.43881, -2.55246], [7.48903, 2.98996, -2.89186], [5.80354, 2.72829, -1.46020], [4.79734, 1.26530, -0.43267], [3.70502, 2.40497, -1.25410], [3.76748, 1.28356, -3.18315], [4.74277, -0.06474, -2.56276], [-0.26925, 2.99481, 3.85133], [0.63237, 3.94149, 3.21053], [0.51979, 5.15055, 3.46020], [1.78573, 3.44164, 2.70889], [2.84089, 4.32939, 2.16385], [-1.28588, 3.18044, 3.49869], [-0.35766, 3.24799, 4.90712], [-0.04213, 1.94264, 3.67857], [1.77528, 2.43482, 2.64838], [2.43244, 5.33573, 2.12279], [3.13317, 3.94526, 1.18706], [3.65420, 4.17866, 2.87329], [3.46170, 0.07451, 2.71855], [2.65920, -0.11143, 4.03092], [1.72571, -0.87332, 4.05254], [3.04280, 0.61627, 5.10926], [2.33482, 0.58642, 6.37199], [2.86265, 0.01952, 1.81044], [4.17018, -0.75144, 2.63710], [4.04829, 0.98620, 2.59115], [3.92441, 1.09816, 5.03027], [2.78669, -0.21395, 6.96485], [1.33757, 0.16990, 6.23921], [2.43733, 1.50702, 6.94187], [-3.15497, 3.03160, -3.90310], [-2.35542, 1.75203, -3.82680], [-1.16066, 1.78575, -3.60848], [-3.08816, 0.65629, -3.78671], [-2.53379, -0.72154, -3.52606], [-4.20976, 2.78973, -4.03498], [-2.84763, 3.70576, -4.69858], [-3.17167, 3.33723, -2.85632], [-4.08936, 0.77887, -3.75939], [-3.24158, -1.51503, -3.29725], [-1.91417, -0.55766, -2.64509], [-1.84146, -1.06215, -4.29525], [-2.18890, -5.70441, 0.88924], [-0.89426, -4.88586, 1.25391], [0.22279, -5.42023, 1.30610], [-1.08414, -3.60335, 1.56454], [-0.14235, -2.73919, 2.25493], [-2.39700, -5.58236, -0.17506], [-3.09931, -5.41552, 1.41525], [-2.08671, -6.77572, 1.05448], [-2.01918, -3.23092, 1.49878], [-0.42806, -2.50013, 3.27985], [0.03812, -1.92736, 1.55367], [0.72465, -3.35163, 2.50435], [-7.72476, 1.10358, -1.59353], [-6.33585, 1.69827, -1.47238], [-5.69905, 1.94421, -2.49615], [-5.88757, 1.86835, -0.23199], [-4.60098, 2.44827, 0.18118], [-8.02085, 0.57534, -0.68778], [-7.85707, 0.37585, -2.39538], [-8.40760, 1.85941, -1.98469], [-6.63508, 1.97501, 0.43758], [-4.62623, 2.91792, 1.16379], [-4.31985, 3.27080, -0.47827], [-3.77283, 1.73893, 0.19918], [0.58478, -6.04493, -2.53971], [2.08723, -5.75029, -2.40400], [2.90276, -6.67119, -2.49889], [2.47171, -4.48784, -2.22426], [1.45435, -3.40346, -1.92937], [0.04165, -5.37576, -3.20711], [0.11591, -6.03276, -1.55314], [0.29826, -7.03527, -2.89237], [3.41542, -4.25089, -2.48605], [1.15618, -3.53427, -0.89048], [0.57885, -3.41896, -2.57679], [1.97182, -2.48040, -2.18488], [1.95221, -0.07220, -0.55587], [0.81935, 1.04928, -1.44628], [-0.23380, 1.47773, -0.37551], [-1.29997, 0.08090, 0.02405], [0.40826, 0.56618, -2.33004], [1.32716, 1.93866, -1.81881], [-0.90066, 2.27892, -0.69002], [0.24625, 1.79434, 0.54897]]}

# 3
{"formula": "C9H11NO2Se", "method": "the ωB97M-V functional and the def2-TZVPD basis", "orbital_gap_ev": 7.2, "lumo_energy_ev": -0.64, "mol_weight_g_mol": 244.15, "relative_energy_kcal_mol": 22.0, "e_homo_ev": -7.85, "total_energy_ev": -80435.5214, "elements": ["C", "C", "C", "C", "C", "C", "C", "C", "C", "N", "O", "O", "Se", "H", "H", "H", "H", "H", "H", "H", "H", "H", "H", "H"], "coordinates": [[-1.04729, -2.93920, 1.16112], [-1.35906, -1.82358, 1.95093], [-0.91113, -2.82247, -0.19701], [-1.51025, -0.60352, 1.29637], [-0.99560, -1.64268, -0.83420], [-1.34639, -0.52658, -0.05292], [2.82562, 1.71450, -0.11020], [-0.87777, 1.20485, -2.43931], [1.38451, 1.89055, -0.13493], [0.58590, 1.53539, 0.83087], [-0.66529, 2.06607, 0.86147], [0.98669, 0.73115, 1.72945], [-1.71300, 1.35341, -0.86093], [-0.97605, -3.81371, 1.66513], [-1.36892, -1.82882, 3.04661], [-0.53681, -3.53010, -0.88404], [-1.61971, 0.33218, 1.81268], [-0.98997, -1.52185, -1.92599], [3.13177, 1.18555, 0.76812], [3.40228, 2.68218, -0.06356], [3.31197, 1.38812, -1.04089], [0.02401, 0.55009, -2.50358], [-0.75748, 2.06559, -3.04391], [1.02195, 2.35289, -1.03128]]}

# 4
{"formula": "C20H17ClN2O3S", "method": "the ωB97M-V functional and the def2-TZVPD basis", "orbital_gap_ev": 8.3, "lumo_energy_ev": 0.11, "mol_weight_g_mol": 400.89, "relative_energy_kcal_mol": 59.2, "e_homo_ev": -8.22, "total_energy_ev": -53494.5395, "elements": ["O", "O", "Cl", "C", "C", "O", "S", "C", "C", "C", "C", "C", "C", "C", "C", "C", "C", "C", "C", "C", "C", "N", "N", "C", "C", "C", "C", "H", "H", "H", "H", "H", "H", "H", "H", "H", "H", "H", "H", "H", "H", "H", "H", "H"], "coordinates": [[-1.00386, 0.45757, 0.04718], [0.11987, 4.32583, -0.19444], [-5.52196, 0.97651, -5.80486], [1.41017, -3.65770, 2.34809], [1.32971, -4.88049, 2.50652], [3.81724, -6.42005, 2.42987], [2.89361, -1.21421, 2.43847], [0.08491, 0.78624, 0.48393], [-0.13438, 3.15413, -0.43118], [1.50101, -2.25568, 2.12034], [0.50047, -1.58007, 1.49954], [0.56855, 2.12872, 0.29647], [0.85891, -0.19709, 1.21931], [1.81568, 2.41007, 0.82811], [2.09373, 0.16307, 1.67564], [-4.82154, 1.65171, -3.25514], [-3.61531, 2.77681, -5.01417], [-4.03592, 2.27829, -2.29211], [-2.83813, 3.42560, -4.07086], [-4.59234, 1.88089, -4.63429], [-3.02509, 3.17012, -2.69570], [2.56681, 1.47796, 1.55672], [-1.22864, 2.88982, -1.20991], [3.95043, 1.83757, 1.81092], [-2.19651, 3.88908, -1.67223], [1.37479, -6.34430, 2.64678], [2.71026, -6.79828, 3.26410], [4.66630, -6.68830, 2.83442], [-0.44343, -2.06699, 1.19477], [2.27581, 3.39990, 0.69968], [-5.54785, 0.87633, -2.93872], [-3.44312, 2.89647, -6.08920], [-4.11157, 2.00944, -1.23987], [-2.08879, 4.15961, -4.37618], [-1.58010, 1.96226, -1.20303], [4.56582, 1.50144, 0.98911], [4.08916, 2.90558, 1.90175], [4.34347, 1.39237, 2.73763], [-2.86176, 4.23776, -0.89934], [-1.73558, 4.77983, -2.13369], [0.59530, -6.67047, 3.34289], [1.19166, -6.80163, 1.67515], [2.71297, -7.90484, 3.38173], [2.78927, -6.32088, 4.22585]]}

# 5
{"formula": "C6H12O", "method": "the ωB97M-V functional and the def2-TZVPD basis", "orbital_gap_ev": 10.3, "lumo_energy_ev": 0.77, "mol_weight_g_mol": 100.16, "relative_energy_kcal_mol": 82.3, "e_homo_ev": -9.50, "total_energy_ev": -8460.7843, "elements": ["C", "C", "C", "C", "O", "C", "C", "H", "H", "H", "H", "H", "H", "H", "H", "H", "H", "H", "H"], "coordinates": [[-1.94364, -0.92280, -0.74498], [-0.75317, -0.24098, -0.06628], [-1.15568, 1.07005, 0.61434], [-0.13991, -1.17486, 0.94945], [0.63562, -2.29333, 0.41404], [1.32640, -1.43185, 1.08887], [2.67014, 1.11663, -0.56301], [-2.41493, -0.25802, -1.47697], [-1.62911, -1.83501, -1.26226], [-2.70377, -1.20019, -0.00374], [0.00474, -0.01858, -0.82806], [-1.84091, 0.88783, 1.45174], [-1.67084, 1.72791, -0.09421], [-0.28156, 1.60405, 1.00116], [-0.78418, -1.48461, 1.77318], [2.65459, 0.33875, 0.20689], [2.05253, 0.80286, -1.40763], [3.69687, 1.26469, -0.90474], [2.27683, 2.04745, -0.14780]]}

Number 1 is which compound? C17H14N2O3